59
Properties=species:S:1:pos:R:3:forces:R:3:mulliken_charge:R:1 method="wB97M-V/def2-TZVPD" homo_ev=-10.08 lumo_energy_ev=-3.59 energy_ev=-25216.079 de_lowest_kj_mol=423.9 total_charge=+1
C -4.359 -0.928 -1.593 1.237 1.159 -0.763 0.042
C -3.388 -1.157 -2.308 0.492 0.085 0.765 -0.287
C -1.965 -1.391 -2.963 -3.066 0.188 -0.067 -0.748
N -1.105 -2.081 -1.956 1.095 1.608 0.548 0.182
C -0.921 -3.461 -1.681 2.821 1.953 3.357 -0.220
C 0.031 -3.438 -0.534 -2.126 0.823 -2.571 -0.340
N 0.316 -2.066 -0.238 -1.938 -0.546 -2.262 0.021
C -0.389 -1.228 -1.124 0.537 -3.704 0.791 -0.101
H -5.111 -0.349 -0.986 0.996 -1.451 -1.030 0.341
H -1.556 -0.366 -3.246 -0.275 -1.537 0.522 0.353
H -2.124 -1.992 -3.906 0.588 0.496 1.187 0.348
H -1.398 -4.318 -2.223 0.555 1.302 0.635 0.405
H 0.458 -4.326 0.004 -0.411 1.410 -0.532 0.399
H 0.928 -1.731 0.514 -0.332 -0.300 -0.491 0.272
H -0.363 -0.107 -1.136 -0.146 -1.494 -0.053 0.340
C -3.442 6.033 -1.394 0.011 -0.058 -0.048 -1.417
C -4.026 5.418 -0.128 0.113 0.023 -0.174 -0.295
N -4.989 4.353 -0.380 -0.284 -0.178 0.090 0.137
C -5.735 3.959 0.812 -0.150 0.181 0.060 -0.688
C -4.954 3.323 1.963 -0.056 -0.136 0.182 -0.925
C -4.527 3.254 -1.214 0.059 0.255 -0.303 -0.982
C -3.297 2.473 -0.746 0.188 -0.299 0.025 -0.453
H -4.231 6.406 -2.052 0.031 -0.090 0.042 0.332
H -2.798 6.876 -1.131 -0.051 -0.074 0.012 0.431
H -2.829 5.321 -1.951 -0.031 0.044 -0.018 0.279
H -4.528 6.223 0.417 -0.115 -0.238 0.080 0.465
H -3.199 5.075 0.509 0.076 0.073 0.069 0.239
H -6.547 3.283 0.521 0.124 0.015 -0.150 0.343
H -6.241 4.849 1.200 0.130 0.045 -0.122 0.398
H -4.682 2.290 1.745 0.079 0.037 0.018 0.192
H -5.579 3.301 2.861 0.037 0.017 -0.063 0.397
H -4.049 3.880 2.212 -0.038 -0.022 -0.043 0.266
H -4.317 3.648 -2.214 0.021 0.089 0.106 0.404
H -5.351 2.550 -1.375 -0.081 0.145 0.192 0.271
H -2.499 3.123 -0.380 -0.088 0.036 0.018 0.318
H -2.888 1.898 -1.584 -0.040 0.020 -0.033 0.045
H -3.548 1.754 0.036 0.105 0.099 0.058 0.243
C 3.849 -3.946 -0.542 0.013 0.010 -0.045 -1.434
C 4.207 -2.685 0.236 0.253 -0.263 0.012 -0.258
N 4.589 -2.935 1.618 -0.318 0.120 0.315 0.104
C 4.668 -1.717 2.421 -0.110 0.099 0.019 -0.600
C 5.735 -0.687 2.048 0.090 0.181 0.115 -0.976
C 5.675 -3.888 1.824 0.019 -0.376 -0.185 -0.676
C 7.022 -3.585 1.166 0.235 -0.013 0.076 -0.947
H 3.054 -4.507 -0.041 0.126 -0.035 0.069 0.266
H 3.491 -3.675 -1.539 0.058 0.005 0.037 0.407
H 4.709 -4.604 -0.676 -0.092 0.003 0.028 0.385
H 3.321 -2.039 0.228 0.117 0.174 0.198 0.318
H 4.993 -2.147 -0.312 -0.080 0.077 -0.141 0.255
H 4.795 -1.988 3.474 0.031 -0.165 -0.131 0.379
H 3.691 -1.221 2.377 -0.033 -0.092 -0.118 0.270
H 6.730 -1.003 2.360 -0.024 0.007 -0.103 0.225
H 5.529 0.256 2.563 -0.002 -0.065 -0.030 0.405
H 5.754 -0.473 0.977 0.014 -0.041 0.040 0.269
H 5.340 -4.869 1.472 -0.085 0.112 -0.048 0.364
H 5.832 -4.031 2.897 -0.170 0.225 -0.037 0.343
H 6.920 -3.240 0.135 -0.020 0.002 0.040 0.249
H 7.630 -4.493 1.143 -0.053 0.041 0.000 0.369
H 7.588 -2.842 1.728 -0.033 0.018 -0.143 0.275

---

61
Properties=species:S:1:pos:R:3:forces:R:3:mulliken_charge:R:1 method="wB97M-V/def2-TZVPD" spin_multiplicity=5 homo_ev="-18.91 / -22.17" lumo_energy_ev="-13.42 / -15.95" energy_ev=-54423.842 de_lowest_kj_mol=550.8 total_charge=+4
Pt 1.281 1.392 0.184 0.387 -0.764 -0.141 0.555
P -3.957 -1.028 0.431 -0.474 -3.146 3.308 0.793
P 1.951 0.463 2.427 1.992 -0.613 3.435 0.834
P 1.995 -0.854 -0.617 0.761 -2.694 -0.866 1.102
H 1.887 4.379 -0.162 -0.334 -2.084 -0.291 0.429
C 1.468 3.438 -0.700 -1.494 2.553 -0.647 -0.780
C 0.036 3.182 -0.624 0.314 1.863 0.081 -0.567
H -0.664 3.332 0.239 0.980 0.491 -1.285 0.436
C -4.933 -0.761 1.973 -0.103 1.471 -0.217 -1.025
C -2.379 -1.645 1.150 0.781 1.014 -0.538 -1.018
C -4.595 -2.613 -0.235 0.203 0.641 -1.678 -1.054
C 3.467 1.274 3.047 0.313 0.313 -0.470 -1.300
C 0.794 0.884 3.782 -0.890 0.754 -0.505 -1.300
C 2.212 -1.228 3.068 0.257 -0.990 -0.757 -1.376
C 1.330 -1.506 -2.212 -0.668 0.369 -0.067 -1.302
C 2.057 -2.498 0.269 -0.641 0.107 0.525 -1.282
C 3.751 -0.765 -1.094 0.087 0.746 0.211 -1.350
H 1.826 3.360 -1.754 0.109 0.067 1.006 0.288
H -0.568 3.225 -1.527 0.490 -0.812 -0.048 0.488
H -5.603 0.104 1.859 -0.132 -0.413 0.175 0.393
H -4.268 -0.539 2.809 0.205 0.166 -0.234 0.368
H -5.486 -1.664 2.250 -0.114 0.020 -0.533 0.370
H -2.016 -1.005 1.965 -0.054 -0.070 -0.361 0.285
H -1.625 -1.763 0.362 0.056 0.036 0.210 0.237
H -2.563 -2.643 1.554 -0.420 -0.030 -0.012 0.566
H -5.222 -2.397 -1.116 -0.071 -0.553 0.377 0.424
H -5.143 -3.141 0.554 -0.065 0.330 -0.072 0.418
H -3.720 -3.202 -0.548 -0.345 0.151 -0.064 0.389
H 3.796 0.796 3.982 -0.315 0.155 -0.198 0.455
H 3.301 2.344 3.211 0.007 -0.135 0.059 0.442
H 4.284 1.179 2.331 0.027 -0.022 -0.018 0.366
H 1.184 0.464 4.718 -0.012 0.115 -0.355 0.479
H -0.190 0.460 3.571 -0.020 -0.141 0.170 0.305
H 0.643 1.958 3.904 0.172 -0.196 0.193 0.473
H 2.407 -1.185 4.147 -0.087 0.293 -0.292 0.577
H 3.052 -1.745 2.606 0.076 0.200 0.116 0.367
H 1.340 -1.856 2.894 -0.107 0.040 0.171 0.376
H 1.672 -2.543 -2.344 -0.054 0.424 0.146 0.594
H 1.721 -0.923 -3.047 -0.079 0.046 -0.045 0.392
H 0.231 -1.484 -2.231 0.338 -0.149 -0.106 0.291
H 2.071 -3.329 -0.458 0.017 0.616 0.099 0.502
H 1.170 -2.642 0.909 0.472 -0.053 -0.194 0.259
H 2.973 -2.578 0.862 -0.338 0.069 -0.131 0.384
H 3.994 -1.631 -1.726 -0.150 0.160 0.241 0.444
H 4.387 -0.769 -0.202 -0.008 0.063 -0.216 0.416
H 3.924 0.153 -1.662 0.241 -0.102 0.018 0.385
C -2.149 0.586 -3.049 -3.045 0.738 -0.366 0.680
C -1.236 0.921 -2.055 1.226 -1.004 1.539 0.518
C 0.071 1.196 -2.410 -0.796 0.024 1.359 0.080
C 0.396 1.467 -3.737 0.512 -1.322 -1.488 -0.760
C -0.475 0.994 -4.758 -1.220 -0.010 -0.010 -0.642
C -1.746 0.515 -4.412 0.503 0.608 -0.704 -0.546
O -3.507 0.487 -2.757 3.578 -1.082 0.142 -0.414
H -3.518 0.149 -1.822 -0.606 0.818 -0.768 0.077
H -1.591 0.802 -1.013 0.563 0.325 -0.498 0.274
H 0.948 1.297 -1.622 -1.540 -0.315 -2.009 -0.192
H 1.420 1.797 -3.951 -0.523 0.140 -0.307 0.477
H -0.208 1.034 -5.815 0.119 0.045 0.309 0.510
H -2.516 0.150 -5.100 0.552 0.193 -0.178 0.536
O 0.138 3.465 2.169 2.091 -1.537 -1.403 -0.250
C 0.697 2.691 1.532 -2.724 2.072 4.183 0.126

---

81
Properties=species:S:1:pos:R:3:forces:R:3:mulliken_charge:R:1 method="wB97M-V/def2-TZVPD" homo_ev=-7.54 lumo_energy_ev=-4.27 energy_ev=-271271.303 total_charge=+1
C 3.095 1.971 -0.143 -0.744 -2.748 1.044 -1.839
C 2.124 0.752 -0.148 0.804 2.066 -0.187 0.572
C 0.857 0.937 0.723 -0.764 -1.265 0.386 -0.328
C -0.385 0.864 -0.154 1.680 0.783 0.483 0.208
O -0.568 1.545 -1.070 -0.823 0.493 -1.168 -0.359
I -1.921 -0.652 0.379 -0.438 -0.646 0.277 -0.212
O 2.843 -0.396 0.329 -1.184 -0.328 -0.125 -0.371
C 2.420 -1.508 -0.255 0.667 -1.288 0.718 0.196
O 2.218 -1.648 -1.429 -0.574 0.387 -1.041 -0.872
H 2.762 2.680 -0.879 -0.120 0.161 -0.048 0.423
H 4.118 1.577 -0.459 -1.832 0.394 0.670 0.358
H 3.177 2.424 0.849 0.005 -0.037 -0.020 0.311
H 1.799 0.657 -1.182 0.330 -0.522 -0.036 0.453
H 0.780 0.137 1.461 0.204 0.238 0.214 0.419
H 0.857 1.905 1.220 -0.136 0.086 -0.034 0.199
H 2.256 -2.364 0.409 0.524 0.196 0.341 0.497
Cl 5.001 2.982 -1.475 2.148 2.286 -1.496 -0.742
O 1.173 -2.815 -3.578 1.870 2.822 1.626 -0.685
H 1.643 -2.360 -2.842 0.201 0.619 0.126 0.613
H 1.433 -3.731 -3.502 4.509 4.608 2.697 0.323
Li -3.184 -2.533 -1.217 -0.657 0.185 0.283 0.819
C -7.098 -4.409 -3.228 -0.012 0.050 0.084 -0.828
C -6.189 -3.737 -2.305 -0.037 0.051 0.162 0.406
N -5.486 -3.209 -1.565 0.753 -0.018 -0.339 -0.430
H -6.541 -5.102 -3.856 0.026 -0.008 0.007 0.326
H -7.850 -4.962 -2.669 0.002 0.001 0.036 0.316
H -7.593 -3.675 -3.860 0.010 0.025 -0.004 0.268
F 6.656 -1.777 1.010 -0.272 -0.465 -0.271 -0.413
Al 6.347 -3.108 -0.016 0.318 0.125 0.050 0.677
F 7.357 -4.417 0.408 -0.468 0.342 -0.136 -0.398
F 6.617 -2.663 -1.643 -0.281 -0.234 0.446 -0.412
F 4.682 -3.576 0.166 0.270 0.233 -0.126 -0.430
C 0.141 -0.794 5.458 -0.018 0.246 0.485 -0.322
C -0.066 -2.209 5.950 0.472 -0.246 -0.247 -0.368
O -1.436 -2.504 5.632 -0.152 0.476 -0.110 -0.302
S -1.848 -1.737 4.290 0.620 -0.073 0.583 1.017
O -1.728 -2.638 3.197 -0.231 0.067 -0.249 -0.450
O -3.033 -1.003 4.533 -0.301 -0.085 -0.202 -0.537
O -0.607 -0.720 4.233 -0.050 -0.410 -0.125 -0.242
H -0.274 -0.064 6.156 0.001 -0.015 -0.001 0.270
H 1.188 -0.567 5.277 -0.052 -0.006 -0.258 0.342
H 0.108 -2.310 7.017 -0.277 -0.040 0.033 0.319
H 0.568 -2.915 5.410 0.030 0.025 0.031 0.295
Cl -11.036 -2.055 -0.709 0.026 -0.057 0.000 -0.169
C -10.071 -1.974 -2.200 0.029 0.162 0.022 -0.162
C -10.928 -2.018 -3.442 0.061 0.038 -0.088 -0.469
Cl -11.701 -3.607 -3.669 0.042 -0.019 0.025 -0.169
H -9.355 -2.792 -2.179 -0.087 -0.072 0.008 -0.022
H -9.518 -1.036 -2.167 -0.055 0.031 -0.045 0.322
H -10.313 -1.837 -4.322 0.027 -0.004 0.023 0.289
H -11.710 -1.264 -3.411 -0.030 -0.040 0.071 0.361
K 0.398 -4.581 -4.123 -6.257 -8.225 -4.282 0.988
Br -0.344 -10.344 -3.153 0.041 0.059 0.052 -0.114
C -0.827 -9.987 -1.304 0.036 -0.158 -0.289 -0.595
C -1.685 -8.757 -1.191 -0.104 -0.046 0.167 -0.593
Br -0.622 -7.132 -1.401 0.013 0.222 -0.060 -0.142
H 0.099 -9.912 -0.743 -0.029 0.046 0.035 0.382
H -1.378 -10.864 -0.973 -0.061 0.058 0.043 0.346
H -2.126 -8.682 -0.199 0.083 0.038 0.026 0.350
H -2.472 -8.719 -1.937 0.052 -0.037 -0.052 0.375
C 4.749 7.063 1.612 0.219 0.176 -0.010 -0.842
N 4.171 7.547 0.312 0.117 0.114 0.118 -0.086
C 5.273 7.558 -0.707 -0.069 -0.154 -0.014 -0.856
C 3.656 8.933 0.489 -0.003 -0.127 -0.034 -0.903
C 3.100 6.613 -0.199 0.070 -0.252 0.206 -0.558
C 1.862 6.488 0.660 -0.198 0.045 0.375 -0.578
O 2.187 5.978 1.947 0.061 0.076 -0.081 -0.494
H 5.674 7.609 1.790 0.022 -0.023 -0.094 0.377
H 4.055 7.275 2.414 -0.090 -0.186 -0.029 0.402
H 4.951 5.998 1.528 -0.030 -0.011 0.032 0.350
H 6.055 8.231 -0.364 -0.011 0.000 0.019 0.392
H 4.866 7.908 -1.653 0.024 -0.040 -0.021 0.376
H 5.658 6.544 -0.811 -0.037 -0.017 -0.068 0.399
H 2.908 8.938 1.276 -0.008 0.022 -0.007 0.370
H 3.222 9.264 -0.452 0.010 0.049 0.014 0.342
H 4.486 9.575 0.769 -0.010 0.017 -0.011 0.392
H 3.593 5.649 -0.300 0.019 -0.269 -0.179 0.457
H 2.817 6.975 -1.187 0.007 -0.035 -0.019 0.271
H 1.181 5.788 0.167 0.095 0.125 -0.309 0.426
H 1.344 7.447 0.766 -0.020 0.012 -0.151 0.400
H 1.367 5.851 2.432 0.025 -0.050 0.048 0.296

---

67
Properties=species:S:1:pos:R:3:forces:R:3:mulliken_charge:R:1 method="wB97M-V/def2-TZVPD" homo_ev=-16.50 lumo_energy_ev=-8.26 energy_ev=-46276.900 de_lowest_kj_mol=84.3 total_charge=+3
Os -0.767 -1.216 -1.510 0.107 0.074 0.007 2.614
N -0.887 0.526 -2.672 -0.028 0.109 0.055 -0.457
C -2.353 0.665 -2.936 0.010 -0.031 0.034 -0.680
C -2.811 -0.638 -3.551 0.128 0.001 -0.088 -0.768
N -2.402 -1.808 -2.694 0.034 0.001 0.069 0.171
C -1.972 -2.966 -3.567 0.039 0.080 -0.121 -0.673
C -0.521 -3.339 -3.303 0.027 0.059 0.043 -0.604
N 0.262 -2.073 -3.147 -0.006 -0.150 0.091 -0.494
C -3.514 -2.169 -1.759 -0.038 -0.004 -0.012 -0.802
C -2.995 -2.866 -0.517 -0.034 -0.010 -0.021 -0.932
N -1.977 -1.985 0.143 -0.050 -0.092 -0.081 -0.680
H -0.569 1.345 -2.157 0.021 0.004 -0.022 0.218
H -0.386 0.563 -3.561 0.006 -0.049 0.007 0.330
H -2.567 1.498 -3.608 0.022 -0.005 -0.007 0.520
H -2.829 0.870 -1.976 -0.044 -0.001 -0.024 0.293
H -2.304 -0.738 -4.511 -0.059 -0.021 -0.029 0.451
H -3.882 -0.654 -3.754 -0.012 0.012 0.051 0.425
H -2.060 -2.653 -4.607 -0.105 -0.086 -0.016 0.415
H -2.635 -3.822 -3.446 0.039 -0.011 0.126 0.373
H -0.137 -3.970 -4.107 0.018 0.058 -0.035 0.518
H -0.402 -3.883 -2.364 -0.026 -0.060 -0.034 0.258
H 0.301 -1.586 -4.044 -0.042 0.039 0.019 0.356
H 1.228 -2.305 -2.929 -0.021 0.018 -0.036 0.167
H -4.257 -2.791 -2.263 -0.001 0.022 -0.022 0.502
H -4.007 -1.238 -1.473 0.004 -0.003 0.013 0.509
H -2.509 -3.811 -0.763 0.004 0.002 0.004 0.350
H -3.826 -3.086 0.153 0.013 -0.001 0.010 0.505
H -1.514 -2.479 0.903 0.006 0.007 -0.005 0.272
H -2.452 -1.197 0.586 0.034 0.012 0.009 0.335
C 3.860 0.588 0.063 -0.018 0.013 0.012 -1.708
C 2.983 -0.248 0.978 -0.001 0.017 -0.029 1.057
C 3.754 -0.773 2.167 0.020 0.014 -0.003 -1.643
O 1.915 0.663 1.474 -0.066 -0.058 0.030 -1.139
B 0.847 0.503 0.670 0.045 0.014 -0.020 1.202
O 0.964 -0.533 -0.239 -0.130 0.074 0.025 -1.812
C 2.154 -1.334 0.227 0.063 -0.022 -0.008 1.682
C 1.605 -2.424 1.127 0.015 0.016 0.010 -1.823
C 2.869 -1.916 -0.973 -0.005 0.006 0.005 -2.191
H 4.228 1.451 0.616 0.004 -0.006 -0.002 0.502
H 3.317 0.947 -0.813 -0.001 0.001 -0.001 0.275
H 4.727 0.021 -0.270 -0.002 -0.009 -0.014 0.394
H 4.337 0.033 2.610 0.000 0.000 0.001 0.436
H 4.457 -1.543 1.846 0.003 0.001 0.001 0.386
H 3.101 -1.192 2.929 -0.007 -0.012 -0.003 0.374
H 1.107 -2.019 2.010 -0.008 0.003 -0.007 0.308
H 2.407 -3.081 1.462 0.004 0.003 0.008 0.413
H 0.903 -3.038 0.559 -0.004 -0.002 0.008 0.451
H 2.935 -1.198 -1.790 0.026 0.007 0.009 0.430
H 2.381 -2.834 -1.303 -0.019 0.015 -0.010 0.481
H 3.887 -2.193 -0.698 -0.005 -0.027 0.019 0.476
C 2.071 3.820 4.413 0.011 0.001 -0.003 -1.414
C 0.782 3.750 3.672 0.027 -0.001 0.012 1.019
C -0.285 4.594 3.875 -0.016 0.017 0.007 -0.809
C -1.439 4.436 3.110 -0.012 -0.024 0.003 0.831
N -1.511 3.466 2.169 0.015 0.016 -0.042 -0.465
C -0.486 2.694 1.991 0.047 0.099 -0.025 0.206
S -0.694 1.486 0.701 -0.005 -0.084 0.040 -0.143
N 0.651 2.803 2.710 -0.056 -0.122 0.067 0.244
C -2.633 5.299 3.275 -0.006 0.006 -0.004 -1.265
H 1.908 4.183 5.425 -0.008 0.002 -0.001 0.431
H 2.739 4.524 3.912 -0.003 -0.002 -0.006 0.324
H 2.564 2.850 4.458 -0.004 -0.002 0.004 0.373
H -0.225 5.365 4.631 0.004 -0.002 0.002 0.445
H 1.403 2.127 2.557 0.035 0.080 -0.069 0.102
H -2.520 6.004 4.093 0.003 0.000 0.002 0.383
H -3.514 4.676 3.442 0.004 -0.005 0.001 0.356
H -2.808 5.848 2.347 0.003 -0.002 -0.002 0.338